Record 1
20
Properties=species:S:1:pos:R:3:forces:R:3 method="wB97M-V/def2-TZVPD" homo_energy_ev=-10.0 gap_ev=10.45 e_tot_ev=-13455.8777 relative_energy_kj_mol=392.1 smiles="C[C@H]1[C@@H](CC#N)N1C=O.O"
C 1.68707 -1.88376 0.37928 0.158 -0.014 0.009
C 0.23108 -1.61273 0.65211 -0.114 -0.133 0.005
C -0.42085 -0.26161 0.47137 -0.355 0.055 -0.071
C 0.35541 0.95699 0.01981 0.935 0.663 0.778
C -0.50051 2.09214 -0.38141 -3.628 0.278 -4.488
N -1.34800 2.60719 -1.05467 3.381 -2.109 1.878
N -0.68818 -1.35057 -0.42566 -0.244 0.111 0.975
C -0.62455 -1.50333 -1.76181 0.542 -0.870 -1.371
O -0.23341 -2.51923 -2.32229 -0.293 1.006 0.611
H 2.07852 -1.29140 -0.45641 -0.109 -0.147 0.178
H 2.27446 -1.65890 1.27975 -0.100 -0.047 -0.219
H 1.82760 -2.94535 0.13691 -0.035 0.308 0.011
H -0.19935 -2.22171 1.45260 0.128 0.132 -0.206
H -1.24328 -0.03390 1.15442 0.159 -0.009 -0.177
H 0.99278 1.29622 0.85113 -0.051 -0.143 -0.210
H 1.02323 0.72797 -0.82281 -0.229 0.106 0.176
H -1.00195 -0.62952 -2.32628 -0.056 -0.126 0.126
O -1.12468 3.63309 1.16485 -1.506 1.265 -1.975
H -1.30849 2.94281 1.82383 -0.959 0.392 -0.673
H -1.77691 3.65559 0.16529 2.376 -0.719 4.641

=====

Record 2
12
Properties=species:S:1:pos:R:3:forces:R:3 method="wB97M-V/def2-TZVPD" homo_energy_ev=-8.5 gap_ev=8.46 e_tot_ev=-17019.7661 relative_energy_kj_mol=412.5 smiles="C=CN(N)C=S"
C -1.86353 0.00440 -0.79072 1.021 0.606 0.603
C -0.56168 -0.56083 -0.69749 -5.145 1.040 0.577
N 0.43795 -0.16665 0.28069 -0.991 0.663 -3.113
N 1.36478 -1.18650 0.63493 -2.095 0.037 2.301
C 0.72742 1.18110 0.34386 -0.114 1.398 2.528
S -0.02590 2.73124 0.53071 0.342 -2.948 -1.176
H -2.38282 0.90248 -0.10485 1.958 -2.585 -2.040
H -2.51596 -0.39491 -1.66458 1.234 0.702 1.788
H -0.59123 -1.48157 -1.31199 1.554 0.551 0.664
H 1.39775 -1.16928 1.66805 -0.206 -0.262 -0.774
H 2.30455 -1.13735 0.36264 1.381 0.934 -1.334
H 1.70868 1.27785 0.74875 1.061 -0.136 -0.025

=====

Record 3
50
Properties=species:S:1:pos:R:3:forces:R:3 method="wB97M-V/def2-TZVPD" homo_energy_ev=-9.7 gap_ev=9.89 e_tot_ev=-31328.9415 relative_energy_kj_mol=35.3 smiles=OCCO.OCCO.OCCO.OCCO.OCCO
O 24.72157 -1.42571 12.14608 -0.092 -0.014 -0.411
C 24.70920 -1.01240 10.75514 0.058 0.069 0.178
C 24.76781 0.50612 10.65873 -0.934 -0.381 -0.470
O 23.51259 1.12597 10.93727 0.506 -0.372 0.467
H 25.02506 -2.34058 12.14719 -0.020 0.074 0.264
H 25.57012 -1.44711 10.24124 0.049 0.051 0.033
H 23.79774 -1.39076 10.27946 0.103 0.112 -0.066
H 25.00545 0.75561 9.62114 0.554 -0.037 -0.004
H 25.53625 0.86217 11.33944 -0.053 0.304 0.018
H 22.88064 0.68141 10.34226 -0.082 0.254 0.244
O 23.61826 -1.15926 16.89385 -0.152 0.386 0.629
C 24.17701 -2.40736 16.60892 -0.416 -0.398 -1.291
C 25.53715 -2.34446 15.92726 -0.209 -0.531 0.336
O 26.55349 -1.93720 16.81526 0.510 0.499 -0.275
H 23.50034 -0.64389 16.06897 0.562 -0.398 0.284
H 24.26419 -3.06175 17.47976 -0.021 0.562 0.493
H 23.46142 -2.96600 15.98120 0.274 -0.092 -0.288
H 25.54314 -1.64418 15.09350 -0.072 0.211 0.088
H 25.75466 -3.33372 15.49758 0.031 -0.063 0.091
H 26.55522 -2.44579 17.62807 -0.265 -0.206 -0.019
O 19.89158 -0.84599 10.45703 0.152 -0.327 0.004
C 20.39382 -1.59164 9.36836 0.217 1.167 -0.052
C 21.04771 -0.68011 8.33522 -0.141 -0.678 0.054
O 22.24049 -0.07064 8.83451 -0.084 -0.256 0.004
H 20.57959 -0.87045 11.14236 -0.060 0.090 0.130
H 21.13059 -2.33792 9.67642 -0.121 -0.179 0.125
H 19.55317 -2.06420 8.86162 0.003 -0.244 0.025
H 20.34401 0.10085 8.05027 -0.101 -0.082 -0.197
H 21.29818 -1.35598 7.50773 -0.027 0.398 -0.300
H 22.53798 0.56574 8.17942 0.039 0.076 -0.035
O 23.41319 0.31590 14.49933 -0.298 -0.560 -0.144
C 21.98998 0.13498 14.39764 0.643 0.060 0.590
C 21.52909 -1.16942 13.80560 0.015 -0.403 -1.499
O 21.84677 -1.23405 12.38884 -0.222 -0.063 0.404
H 23.82637 0.07648 13.65858 0.000 0.083 -0.065
H 21.66269 0.16148 15.44016 -0.311 0.228 -0.133
H 21.60473 0.98192 13.83043 -0.400 -0.123 -0.031
H 20.43991 -1.23704 13.85190 0.016 0.210 0.067
H 21.89777 -2.09878 14.24852 0.288 0.381 0.486
H 22.78644 -1.44077 12.27204 0.024 0.138 0.229
O 21.93366 4.77707 15.54218 0.138 -0.012 0.236
C 22.13120 3.45270 15.98760 -0.522 -1.424 0.214
C 20.89019 2.89774 16.70782 0.446 0.579 -0.761
O 20.62961 3.64057 17.89077 -0.362 -0.338 -0.275
H 21.19532 4.73753 14.92348 0.124 0.161 -0.025
H 22.33950 2.78240 15.14272 0.086 0.094 0.001
H 22.96692 3.32617 16.67595 0.172 0.794 -0.101
H 21.00574 1.83626 16.93743 0.157 0.070 0.178
H 20.08520 2.97162 15.96062 -0.301 -0.007 0.375
H 19.86996 4.19750 17.70595 0.098 0.139 0.195

=====

Record 4
33
Properties=species:S:1:pos:R:3:forces:R:3 method="wB97M-V/def2-TZVPD" homo_energy_ev=-5.6 gap_ev=4.24 e_tot_ev=-21862.9804 relative_energy_kj_mol=591.9
O 0.31818 -0.63919 -0.14512 0.084 -0.666 -0.640
H 0.70817 -0.72925 0.72746 0.332 -0.031 1.061
H -0.60869 -0.88862 -0.16278 -1.093 -0.686 0.131
H 0.31422 0.28056 -0.42013 0.584 2.200 -0.704
C 0.52083 4.36960 -0.17439 -0.363 -1.394 -1.100
O 0.54679 3.48042 -1.24213 -0.041 -0.737 0.240
H 0.22769 3.85844 0.74261 0.178 -0.134 0.909
H 1.49681 4.83517 -0.03723 0.210 0.524 0.348
H -0.27618 5.10439 -0.28828 -0.054 0.784 -0.137
O 4.31181 0.93111 -1.93879 0.014 -0.373 0.005
H 3.62541 1.57760 -1.77407 -0.361 0.363 -0.043
H 5.08937 1.29305 -1.51377 0.198 0.090 0.059
O -1.11238 -3.07051 -3.59328 0.149 -0.015 0.315
H -2.06260 -2.97646 -3.52654 -0.230 -0.021 0.000
H -0.93549 -3.05838 -4.53391 0.116 0.039 -0.265
O -3.45653 3.00451 -3.56766 -0.244 0.015 -0.224
H -3.89359 2.24153 -3.18943 -0.099 -0.122 0.097
H -2.58467 3.00201 -3.17259 0.441 0.151 0.186
O 2.49290 -5.34015 -1.83472 0.138 0.035 0.228
H 2.37972 -6.06715 -2.44702 0.011 -0.203 -0.142
H 1.79820 -4.72288 -2.06406 -0.183 0.183 -0.099
O -2.54452 2.02107 3.83550 -0.135 -0.300 0.060
H -2.03206 2.47455 4.50480 0.060 0.200 0.182
H -1.98783 2.03450 3.05694 0.110 0.141 -0.274
O 1.07624 -0.13578 3.57767 -0.015 -0.261 -0.468
H 1.77607 0.51110 3.66721 0.261 0.200 0.006
H 0.48430 0.04855 4.30695 -0.269 -0.031 0.208
O -3.51845 -0.68695 -0.74166 0.452 -0.066 0.048
H -3.95725 -1.06045 -1.50599 -0.079 -0.084 -0.219
H -4.23193 -0.39820 -0.17262 -0.162 0.143 0.231
O 1.79986 -3.75993 4.87043 -0.155 0.009 0.154
H 1.90431 -3.05614 4.23012 0.011 0.278 -0.121
H 2.33120 -4.47803 4.52657 0.136 -0.230 -0.036